Formula: C4H7N3O2
Source: OMol25
Level of theory: ωB97M-V/def2-TZVPD

```
16
C4H7N3O2 (ωB97M-V/def2-TZVPD)
C -0.965 -1.110 -0.132
H -1.165 2.085 0.449
H -3.442 -0.472 -0.578
H 3.325 -0.399 1.323
H -3.514 0.496 0.682
C 3.364 -0.689 0.334
N 0.547 1.304 -0.048
C -2.978 0.321 -0.173
H 4.181 -0.514 -0.271
H -2.880 1.120 -0.911
H 2.871 -1.612 0.193
N -1.525 0.018 -0.051
O 2.540 0.177 -0.507
N 1.194 0.215 -0.003
C -0.729 1.330 -0.043
O -0.823 -2.271 -0.264
```

## Properties
- Energy relative to the best compared isomer or geometry (same formula, charge and spin): 728.4 kJ/mol

=====

Formula: C34H70Cl24NO5S3
Source: OMol25
Level of theory: ωB97M-V/def2-TZVPD

```
137
C34H70Cl24NO5S3 (ωB97M-V/def2-TZVPD)
C 1.858 0.231 4.427
H -2.199 7.172 2.085
C -12.464 -3.617 -0.968
Cl -7.093 4.125 1.009
Cl -4.523 0.056 -2.533
H -7.015 -2.029 2.901
H 5.422 1.940 -0.339
H -13.373 -5.097 0.260
H 3.461 -0.791 3.397
Cl 14.323 -1.877 0.199
C -4.825 5.458 -1.326
C 9.707 1.141 -2.125
C -12.367 -4.768 -0.001
O 0.308 1.077 -2.895
O 0.154 1.779 -0.569
C 0.112 -1.873 7.469
H -6.467 2.289 -1.140
C -6.308 -1.539 3.569
H -2.153 7.971 -0.315
C 3.330 2.945 -1.335
C 16.630 -0.781 -0.762
H 7.858 1.445 -0.304
H -5.827 5.177 -1.020
Cl 2.904 0.804 5.769
H 1.986 -0.571 2.450
C -1.119 -1.581 8.306
H -11.850 -4.481 0.912
Cl -11.518 -6.180 -0.687
S 1.931 -2.373 -2.570
H 1.336 -0.660 4.802
H 16.469 0.030 -0.057
N 2.042 0.244 -1.182
Cl -6.028 -1.756 -0.082
H 8.174 3.114 0.240
H -7.753 -0.426 4.693
H 11.848 -3.052 -7.184
H -16.299 -7.286 3.585
Cl -4.281 8.447 0.540
H 4.772 3.337 -2.849
Cl -2.234 9.283 3.137
H -6.422 1.907 1.362
C -3.792 -0.476 -0.975
Cl -4.067 3.997 -2.007
H 5.983 1.001 -1.712
S 1.019 1.415 -1.676
H 10.210 2.565 -0.602
H -1.909 -2.303 8.117
Cl -15.268 -4.351 1.606
C 16.034 -2.071 -0.259
H 11.132 -3.105 -5.568
C 6.907 2.947 -1.511
H -0.849 -1.620 9.360
H -7.079 -4.468 -0.554
C -7.277 2.355 0.861
C -16.258 -5.338 2.714
Cl -5.877 -0.559 6.115
H 2.140 2.908 -3.132
H 12.288 -1.627 -0.871
Cl -8.811 2.438 -1.402
C 11.831 -2.571 -6.207
H 16.090 -2.853 -1.012
H -8.674 -4.491 -1.312
H 11.136 -2.919 -1.156
H 3.528 4.001 -1.119
H -5.467 -2.209 3.731
Cl 3.328 1.347 2.399
Cl -3.278 7.234 -2.724
H -2.709 -0.528 -1.120
C 11.440 -1.124 -6.358
H 7.209 3.057 -2.554
H -7.295 0.819 -0.621
C -4.893 6.580 -2.327
C -7.728 -5.023 -1.225
C -2.504 8.602 0.499
H 11.748 0.489 -1.847
H -8.178 2.068 1.398
Cl -1.801 0.037 7.999
O -0.142 -1.062 -1.116
H 3.335 2.430 -0.381
Cl -0.233 -2.048 5.734
Cl -10.887 -2.850 -1.294
H -12.882 -3.934 -1.920
C -1.867 8.166 1.793
H -3.748 -2.154 0.328
Cl 11.191 -0.338 -4.782
Cl 15.936 -0.294 -2.329
O 1.665 -1.775 0.261
H -4.265 5.747 -0.441
H -13.104 -2.843 -0.546
O 10.392 -1.086 -1.569
H 12.196 -0.561 -6.901
C 10.764 0.276 -1.416
Cl -5.455 -5.850 -2.501
S 1.289 -1.137 -0.980
C 8.084 2.462 -0.630
Cl -5.709 -0.106 2.719
H 16.569 -2.403 0.629
H -17.286 -5.305 2.361
H 9.539 3.314 -2.040
H -0.785 8.151 1.679
H 10.774 0.519 -0.346
Cl -8.096 -6.594 -0.464
C 2.644 -0.105 3.185
H -2.265 9.636 0.265
C 11.502 -1.967 -1.550
H 8.805 0.535 -2.211
H 4.126 1.638 -2.837
H -14.692 -6.782 3.048
H -7.699 -5.825 -3.224
H 0.970 -1.985 -3.425
C 4.495 2.473 -2.242
H -5.476 7.405 -1.921
H -16.210 -4.864 3.692
H 0.854 -1.083 7.567
C 1.983 2.875 -2.056
H 1.351 3.703 -1.745
C -7.104 -5.177 -2.586
H -4.000 0.291 -0.231
Cl -15.992 -7.653 1.289
H 17.701 -0.907 -0.911
H 10.083 1.416 -3.108
H -7.024 -4.199 -3.058
H 1.118 1.002 4.229
C -4.301 -1.814 -0.546
H 6.570 3.917 -1.133
C 5.701 2.008 -1.392
H 11.887 -2.152 -2.557
C -7.316 1.906 -0.577
C -6.990 -1.183 4.858
H -5.354 6.252 -3.256
H -4.195 -2.558 -1.332
H 10.499 -1.054 -6.902
C 9.431 2.463 -1.366
Cl 13.463 -2.755 -5.508
H -7.457 -2.072 5.278
H 0.551 -2.815 7.793
C -15.751 -6.755 2.808
```

## Properties
- Energy relative to the best compared isomer or geometry (same formula, charge and spin): 0.0 kJ/mol
- Total charge: -1

=====

Formula: C20H20N2O4
Source: OMol25
Level of theory: ωB97M-V/def2-TZVPD

```
46
C20H20N2O4 (ωB97M-V/def2-TZVPD)
C 1.017 3.073 3.168
C 0.675 1.396 -4.362
N -2.064 -0.955 -0.487
H -0.981 -3.035 2.442
C 1.739 3.292 2.009
H 0.971 3.838 3.930
H -0.825 0.271 -6.392
C -3.101 -0.506 0.291
O -2.560 -0.321 1.533
C 2.228 -3.840 3.105
H 2.358 -0.466 3.129
O -1.339 0.164 -3.808
H 2.864 -4.702 3.241
C 2.752 -2.564 3.215
O -4.248 -0.358 -0.018
H 1.155 0.340 0.464
H -1.298 2.209 -4.066
C 1.792 2.307 1.035
C 1.939 -1.457 3.038
H 1.137 0.493 -4.756
H -1.439 -1.861 -2.246
C -1.238 -0.616 1.415
N -0.910 -0.985 0.235
C 0.592 -1.615 2.747
C -2.060 -1.027 -1.914
H 2.257 4.228 1.861
C -0.839 1.320 -4.516
H -3.091 -1.172 -2.248
C 0.347 1.876 3.355
C -0.334 -0.425 2.580
O -1.307 1.266 -1.849
H 1.056 2.256 -4.905
C -1.521 0.283 -2.502
H 0.463 -4.997 2.745
H -0.971 -0.346 3.470
H 2.352 2.475 0.127
C 1.126 1.110 1.220
H 0.938 1.500 -3.312
C -1.269 1.167 -5.966
C 0.070 -2.899 2.652
H -0.946 2.031 -6.538
H 3.799 -2.426 3.439
H -2.351 1.084 -6.032
C 0.882 -4.005 2.825
H -0.217 1.712 4.262
C 0.399 0.888 2.384
```

## Properties
- Energy relative to the best compared isomer or geometry (same formula, charge and spin): 87.7 kJ/mol